This record from OMol25 describes a 2-piece molecular cluster, H2N5O2 overall. The level of theory is ωB97M-V/def2-TZVPD.

F_max   3.51 eV Å⁻¹
LUMO level (alpha / beta)   4.162 / 4.161 eV
E_HOMO (alpha / beta)   -2.1 / -2.1 eV
Orbital gap (alpha / beta)   0.229 / 0.229 hartree
Spin multiplicity   1
Total charge   -1

Geometry (Å):
N1 1.3909 1.3524 1.5019
N2 0.1474 0.0278 -1.0553
N3 -0.7255 -0.7654 -0.4599
N4 0.9765 1.7262 0.5451
N5 -0.4255 -1.7260 0.3314
O1 0.7240 2.5118 -0.2719
O2 -1.4146 -2.3924 0.8031
H1 1.1048 -0.0526 -0.8259
H2 -1.7781 -0.6818 -0.5684

Atoms 1-6, force components in eV/Å:
N 0.504 -2.111 1.983
N -1.743 2.215 -2.087
N -0.339 -1.903 1.606
N 0.356 0.988 0.438
N 0.135 -0.316 0.085
O -0.890 1.847 -2.396